(1)
A cluster of 7 separate species, CH17NO6 in total at a distorted geometry, computed with the ωB97M-V functional and the def2-TZVPD basis.

Values from the calculation:
structure (SMILES)	CN.O.O.O.O.O.O
total charge	0
ΔE to the lowest compared entry with this formula, charge and spin	36.9	kcal per mole
gap between HOMO and LUMO	9.7	eV
DFT total energy	-554.43895	Ha

The geometry in XYZ format:
```
25
Properties=species:S:1:pos:R:3:forces:R:3
C -0.62308 0.99476 2.61571 1.70 -1.46 1.39
N 0.53977 0.98761 1.70914 -0.90 -1.77 0.18
H -0.35912 1.76784 3.36948 -0.55 -0.95 0.05
H -0.78335 -0.07763 3.02335 0.54 1.81 -0.03
H -1.54396 1.19817 2.16879 -1.16 0.81 -0.86
H 0.27619 0.71660 0.77699 -0.15 -0.02 -0.04
H 0.97141 1.86144 1.69055 0.69 1.57 -0.22
H 3.91772 1.02167 0.22015 -0.66 -0.81 0.65
H 3.00291 -0.18612 -0.52823 0.22 -0.01 1.26
O 3.60657 0.55451 -0.55361 0.31 0.75 -1.88
H 1.35005 1.33037 -1.11955 1.28 0.30 -0.02
H -0.08362 1.35334 -0.94147 -0.58 0.45 -0.52
O 0.57141 1.50864 -1.64167 -0.60 -0.60 0.61
H 0.45765 -0.51094 -3.97038 -0.19 0.54 -0.50
H 0.87680 -0.24665 -2.48147 -0.34 -1.06 -1.92
O 0.74474 -0.96605 -3.18922 0.38 0.65 2.41
H -1.12440 -0.91436 -1.81711 -0.65 -0.88 -0.38
H -2.26388 -2.01541 -1.57507 0.45 -0.44 -0.03
O -2.07658 -1.08220 -1.64620 0.63 0.81 -0.40
H -0.31485 -2.08658 1.15520 -0.37 -0.25 0.06
H 0.91745 -2.87607 0.99505 0.33 -0.39 -0.02
O -0.03373 -3.00184 1.00494 -0.02 0.73 -0.02
H -3.28796 0.43362 0.79284 -0.45 -0.46 -0.37
H -2.29740 -0.19976 -0.41894 -1.37 0.60 1.21
O -2.44072 0.43500 0.36073 1.46 0.08 -0.61
```
Positions in Å, forces in eV/Å.

Löwdin atomic charge list, values in e, 4 entries: C -0.18; N -0.05; H 0.08; H 0.09

(2)
A cluster of 8 separate species, CH17O8 in total at a distorted geometry, computed with the ωB97M-V functional and the def2-TZVPD basis.

Values from the calculation:
total charge	-1
ΔE to the lowest compared entry with this formula, charge and spin	14.1	kcal per mole
gap between HOMO and LUMO	8.3	eV
DFT total energy	-650.24340	Ha

The geometry in XYZ format:
```
26
Properties=species:S:1:pos:R:3:forces:R:3
C -0.89228 0.22454 -1.09811 0.04 0.92 3.09
O -0.21654 0.07622 0.19869 -0.33 -0.38 -2.13
H -1.94497 0.44504 -0.92110 -0.90 -1.38 0.24
H -0.78452 1.22866 -1.50829 1.58 0.19 -0.92
H -0.77844 -0.60180 -1.79974 0.17 0.17 -0.18
O -0.34962 -4.15096 -1.96543 -0.42 -0.31 -0.59
H -0.20456 -3.28906 -1.57516 0.19 0.11 0.35
H 0.50998 -4.57155 -1.94467 0.18 0.05 0.17
O 1.29054 3.47857 0.17616 0.23 0.46 -0.07
H 0.92039 3.67912 -0.68350 -0.15 0.02 -0.14
H 1.14136 2.53979 0.28859 -0.11 -0.55 0.25
O -2.78939 2.42638 0.54848 -0.37 0.86 -0.15
H -2.41531 2.17174 -0.29500 0.17 -0.06 -0.03
H -2.75395 1.62923 1.07720 0.02 -0.66 0.06
O 2.57178 -0.28793 -1.24756 0.63 -0.35 -0.44
H 2.74248 0.51082 -1.74667 0.04 0.18 -0.03
H 1.79168 -0.08598 -0.73094 -0.91 0.11 0.47
O 1.97422 0.68466 1.77162 0.82 0.36 0.80
H 1.25192 0.44164 1.19243 -1.27 -0.24 -0.75
H 2.46530 -0.12739 1.89656 0.17 -0.07 -0.03
O 0.71958 -2.84251 0.41552 0.20 -0.91 0.01
H 1.49581 -2.66502 0.94674 0.13 0.11 0.02
H 0.37120 -1.97669 0.20286 -0.43 1.30 0.13
O -2.37094 0.15142 2.30163 -0.93 0.10 0.45
H -1.58219 -0.09410 1.81808 0.96 -0.13 -0.90
H -2.16352 1.00516 2.68155 0.29 0.10 0.33
```
Positions in Å, forces in eV/Å.

Löwdin atomic charge list, values in e, 4 entries: C -0.26; O -0.44; H 0.03; H 0.04

(3)
A cluster of 8 separate species, CH18N2O8 in total at a distorted geometry, computed with the ωB97M-V functional and the def2-TZVPD basis.

Values from the calculation:
structure (SMILES)	NC(N)=O.O.O.O.O.O.O.O
total charge	0
ΔE to the lowest compared entry with this formula, charge and spin	68.8	kcal per mole
gap between HOMO and LUMO	10.6	eV
DFT total energy	-760.30180	Ha

The geometry in XYZ format:
```
29
Properties=species:S:1:pos:R:3:forces:R:3
O 4.99840 0.26724 1.52755 0.12 0.22 0.09
H 4.10322 -0.01560 1.71432 -0.26 -0.06 0.06
H 5.30618 -0.33939 0.85412 0.11 -0.14 -0.18
O -1.94048 -5.40224 0.07852 0.17 -0.14 -0.07
H -1.89673 -4.47850 0.32557 0.04 0.26 0.04
H -2.82018 -5.67810 0.33592 -0.22 -0.10 0.04
O 1.61418 3.67917 -6.20985 0.12 0.14 -0.19
H 0.79668 3.78182 -5.72263 -0.21 0.06 0.13
H 1.92428 2.80413 -5.97668 0.08 -0.25 0.07
O -2.35987 2.92990 -0.13713 -0.10 -0.02 -0.24
H -1.92684 3.69504 0.24138 0.13 0.21 0.05
H -2.38139 2.28989 0.57432 -0.03 -0.22 0.20
O 0.84529 -0.10790 -1.77713 0.20 0.09 0.16
H -0.08832 -0.26067 -1.63133 -0.26 0.03 0.08
H 1.02713 -0.52106 -2.62120 0.09 -0.11 -0.27
O 3.62190 4.03002 -0.67639 -0.01 0.27 -0.01
H 3.43548 3.44444 -1.41027 -0.08 -0.13 -0.19
H 3.83948 3.44428 0.04873 0.09 -0.17 0.22
O 1.82000 -0.71261 -6.30318 -0.05 0.02 0.28
H 2.67615 -0.49516 -6.67192 0.26 0.02 -0.07
H 1.21874 -0.66177 -7.04623 -0.20 0.00 -0.18
C -2.89254 -1.16438 4.56532 0.41 -2.44 -0.92
O -2.88291 -0.77948 3.43869 -0.06 1.78 -2.39
N -3.52758 -0.69539 5.58956 -2.40 3.80 1.80
N -2.42324 -2.32986 4.92797 2.90 -4.88 0.97
H -3.36853 -1.04637 6.52316 -0.68 0.68 -0.34
H -4.17136 -0.00420 5.23191 -0.23 0.43 1.48
H -2.01229 -3.02880 4.32573 0.03 0.68 -0.21
H -2.53473 -2.64444 5.88123 0.03 -0.05 -0.43
```
Positions in Å, forces in eV/Å.

Löwdin atomic charge list, values in e, 4 entries: O -0.05; H 0.03; H 0.03; O -0.05

(4)
A cluster of 8 separate species, CH18O7 in total at a distorted geometry, computed with the ωB97M-V functional and the def2-TZVPD basis.

Values from the calculation:
multiplicity	2
⟨S²⟩	0.750
total charge	-1
gap between HOMO and LUMO (spin up / spin down)	2.4 / 11.1	eV
DFT total energy	-575.54326	Ha

The geometry in XYZ format:
```
26
Properties=species:S:1:pos:R:3:forces:R:3
C 2.65634 0.48077 -1.22504 -2.81 0.21 2.41
H 2.81972 -0.60025 -1.42651 0.12 0.92 0.05
H 1.47359 0.69923 -1.31061 2.76 -0.62 0.47
H 3.01860 0.78657 -0.15068 -0.77 -0.88 -2.03
H 3.07720 1.16425 -1.91240 0.84 0.36 -0.97
H 0.14241 -0.19522 1.07127 0.35 0.12 0.32
H -1.27572 -0.56599 0.67405 -1.13 -0.39 0.36
O -0.57614 0.04504 0.45836 0.37 0.63 -0.29
H -0.30720 -0.68629 -1.07434 0.15 0.02 0.51
H 0.42024 -2.08094 -1.26500 -1.20 1.41 -0.58
O -0.20291 -1.42227 -1.69670 0.84 -1.89 -0.37
H -0.50733 1.85998 0.06444 0.35 0.74 -0.60
H -0.97166 3.28148 -0.24446 -0.71 0.62 -0.01
O -0.19185 2.74317 -0.30566 0.08 -1.46 0.56
H 2.54639 2.68203 0.74094 0.15 0.05 -0.28
H 1.02968 2.84244 0.94908 0.37 -0.21 -0.06
O 1.86437 2.56437 1.40104 -0.32 0.09 0.54
H -3.90693 -1.21009 1.49585 1.42 -0.66 -0.29
H -3.25645 -2.12124 0.42060 0.14 0.08 0.35
O -3.06128 -1.70964 1.29022 -1.38 0.57 -0.20
H -2.31714 -2.43169 -1.81223 -0.94 -0.92 0.19
H -3.44896 -3.52247 -2.21231 0.41 0.42 0.07
O -3.08541 -2.98856 -1.49037 0.77 0.66 -0.15
H 0.97917 -0.26931 3.17465 0.49 0.84 -0.81
H 1.67292 0.78925 2.08425 -0.42 -0.07 0.73
O 1.40836 -0.13462 2.30157 0.07 -0.63 0.09
```
Positions in Å, forces in eV/Å.

Löwdin atomic charge list, values in e, 4 entries: C -0.14; H 0.01; H 0.05; H 0.03

(5)
A structure of composition CH19CdO12 at a distorted geometry, computed with the ωB97M-V functional and the def2-TZVPD basis.

Values from the calculation:
total charge	+1
ΔE to the lowest compared entry with this formula, charge and spin	0.0	kcal per mole
gap between HOMO and LUMO	7.4	eV
DFT total energy	-1119.88248	Ha

The geometry in XYZ format:
```
33
Properties=species:S:1:pos:R:3:forces:R:3
Cd 10.48300 3.35900 -28.33000 -0.64 -0.23 0.06
C 9.51800 5.24800 -29.71500 0.02 0.81 -1.26
O 9.84000 4.18600 -30.27400 0.99 -0.59 -0.59
O 9.28800 6.33200 -30.46600 -0.41 0.41 2.85
O 9.45400 5.36500 -28.47500 -0.13 0.68 0.56
H 9.40600 6.20300 -31.37600 0.20 -0.64 -2.29
O 7.67000 2.96900 -31.16200 -0.55 -1.06 -0.92
H 7.21300 3.38100 -30.46000 -1.59 0.66 1.00
H 8.53400 3.28900 -30.96900 1.46 0.14 -0.38
O 12.41400 5.05700 -28.41100 -0.09 -0.63 0.28
H 12.26900 5.95800 -28.74600 0.01 -0.39 0.31
H 12.92400 5.13900 -27.58500 -0.26 0.24 -0.36
O 7.02200 8.18400 -30.07900 0.32 -0.68 -0.31
H 7.07000 9.14500 -30.04700 0.20 -0.18 0.19
H 7.84800 7.81100 -29.70000 -1.22 1.19 -0.49
O 8.22300 5.37400 -25.70500 2.01 -1.76 -0.80
H 8.18300 5.60700 -26.64000 -0.15 0.44 0.32
H 7.48900 5.79700 -25.32600 -1.64 0.92 0.77
O 8.34400 3.04500 -27.16500 1.33 -0.86 -0.55
H 7.41700 3.05900 -27.33500 -1.23 -0.43 -0.75
H 8.35900 3.68300 -26.46200 0.32 1.26 1.62
O 9.10300 8.12400 -28.29800 0.85 0.20 -0.02
H 9.66000 8.84600 -28.64100 -0.43 -0.29 0.20
H 9.32700 7.34200 -28.82800 0.21 0.52 0.31
O 10.80500 6.85200 -26.19600 1.93 1.04 1.03
H 10.36600 6.80100 -27.02400 -0.91 0.13 -1.05
H 11.29600 7.71400 -26.22900 -0.80 -1.16 0.18
O 9.41100 1.53400 -29.39300 2.08 0.93 0.87
H 9.66500 0.77900 -29.89100 0.62 -1.04 -0.79
H 8.49500 1.44600 -29.26700 -2.10 0.03 0.27
O 6.66700 6.66800 -27.48100 -0.32 0.38 0.96
H 7.45400 7.21000 -27.56000 0.06 0.65 -0.16
H 6.79100 5.97300 -28.10200 -0.15 -0.70 -1.06
```
Positions in Å, forces in eV/Å.

Löwdin atomic charge list, values in e, 4 entries: Cd 1.60; C -0.79; O -0.07; O 0.16

(6)
A structure of composition CH19HfO9 at a distorted geometry, computed with the ωB97M-V functional and the def2-TZVPD basis.

Values from the calculation:
total charge	+3
ΔE to the lowest compared entry with this formula, charge and spin	140.3	kcal per mole
gap between HOMO and LUMO	4.0	eV
DFT total energy	-773.51979	Ha

The geometry in XYZ format:
```
30
Properties=species:S:1:pos:R:3:forces:R:3
Hf -0.45363 -2.32680 1.71077 -0.62 7.64 -2.66
C -1.35163 0.33020 -0.08423 0.76 1.64 -2.26
O -1.09963 -0.83880 0.61077 0.18 -4.89 3.91
H -0.37163 0.80720 -0.20123 -0.23 0.42 0.10
H -2.09363 1.08120 0.29677 0.26 -1.26 -0.05
H -1.59263 0.03920 -1.11723 -0.51 0.25 0.29
O 2.14937 1.37320 -0.18223 0.48 -1.33 -0.24
H 2.18337 1.97220 0.55077 0.38 0.97 0.39
H 3.07837 1.24120 -0.46823 -0.44 0.30 0.24
O -0.83263 2.72720 -2.55323 -0.96 -0.46 0.07
H -0.25463 1.94020 -2.51723 -1.04 0.43 -0.40
H -1.67063 2.50720 -3.03623 1.35 0.24 0.48
O -2.00563 -3.28280 0.47977 0.67 -0.94 2.20
H -2.07363 -3.17980 -0.44923 -0.09 0.75 -2.15
H -2.59963 -4.02480 0.65177 -0.41 -0.64 0.43
O 0.94137 0.69020 -2.57423 -0.17 -1.03 0.95
H 1.36137 1.41620 -3.02623 0.55 0.38 -0.78
H 1.34337 0.69320 -1.68923 0.11 0.69 -0.38
O 1.36537 -1.25280 1.20877 -0.46 -2.10 0.36
H 1.29337 -1.21280 0.22977 0.76 -0.04 -1.45
H 1.67037 -0.39980 1.53277 0.33 0.36 0.24
O 1.18937 -1.68480 -1.38623 -1.30 -2.31 0.26
H 0.76137 -1.00580 -1.93723 0.20 0.03 -0.70
H 0.89837 -2.58180 -1.77023 1.02 1.98 0.46
O -0.13563 -0.61880 3.12877 -0.49 -2.57 0.05
H -0.18163 0.27420 2.73177 -0.35 1.90 -0.84
H -0.07263 -0.42380 4.06477 -0.01 -0.36 1.12
O -0.42063 1.85620 2.29377 -2.41 -2.33 1.31
H 0.22937 2.17620 1.72177 1.36 1.33 -1.60
H -1.25463 1.70820 1.77977 1.10 0.95 0.63
```
Positions in Å, forces in eV/Å.

Löwdin atomic charge list, values in e, 4 entries: Hf 2.23; C -0.10; O -0.35; H 0.07